{
  "formula": "C23H25N3O3S",
  "method": "ωB97M-V/def2-TZVPD",
  "lumo_energy_ev": 0.04,
  "e_above_lowest_ev": 1.246,
  "homo_energy_ev": -7.9,
  "species": ["C", "O", "C", "C", "C", "C", "C", "C", "C", "S", "C", "C", "C", "C", "C", "O", "N", "C", "C", "N", "C", "C", "C", "C", "C", "C", "N", "C", "O", "C", "H", "H", "H", "H", "H", "H", "H", "H", "H", "H", "H", "H", "H", "H", "H", "H", "H", "H", "H", "H", "H", "H", "H", "H", "H"],
  "coordinates": [[-6.393, -2.920, 1.087], [-7.473, -2.025, 1.205], [-7.277, -0.728, 0.846], [-8.416, 0.081, 0.833], [-8.314, 1.412, 0.484], [-7.090, 1.954, 0.137], [-5.948, 1.154, 0.127], [-4.682, 1.763, -0.242], [-3.626, 1.211, -0.864], [-2.238, 2.279, -1.168], [-0.895, 1.148, -1.081], [0.387, 1.638, -0.865], [1.466, 0.780, -0.797], [1.274, -0.593, -0.944], [2.388, -1.589, -0.910], [2.328, -2.643, -1.517], [3.429, -1.252, -0.120], [4.671, -1.984, -0.099], [5.807, -1.071, -0.570], [5.817, 0.150, 0.206], [6.570, 1.240, -0.392], [6.674, 2.241, 0.751], [6.964, 1.334, 1.949], [6.294, 0.000, 1.580], [-0.004, -1.076, -1.192], [-1.097, -0.222, -1.262], [-2.350, -0.735, -1.558], [-3.578, -0.142, -1.462], [-4.561, -0.732, -1.861], [-6.046, -0.183, 0.512], [-5.969, -2.899, 0.079], [-5.607, -2.701, 1.819], [-6.804, -3.908, 1.290], [-9.362, -0.360, 1.101], [-9.197, 2.033, 0.481], [-7.016, 2.993, -0.149], [-4.593, 2.813, 0.016], [0.522, 2.703, -0.758], [2.455, 1.191, -0.657], [3.477, -0.337, 0.301], [4.562, -2.842, -0.764], [4.869, -2.341, 0.917], [5.631, -0.799, -1.614], [6.766, -1.616, -0.511], [6.031, 1.631, -1.258], [7.575, 0.923, -0.718], [7.449, 2.986, 0.589], [5.718, 2.747, 0.882], [6.574, 1.744, 2.879], [8.039, 1.197, 2.064], [5.444, -0.218, 2.232], [7.009, -0.832, 1.667], [-0.133, -2.138, -1.342], [-2.371, -1.682, -1.919], [-5.151, -0.780, 0.556]],
  "mulliken_charge": [-0.79, -0.46, 0.64, -0.56, -0.47, -0.82, 0.50, -0.97, 0.59, -0.38, 0.78, -1.04, -0.66, 0.32, 0.42, -0.68, -0.11, -1.03, -0.79, 0.33, -0.84, -0.63, -0.63, -0.70, -0.76, 0.44, -0.11, 0.45, -0.59, -0.31, 0.34, 0.31, 0.25, 0.44, 0.37, 0.41, 0.36, 0.39, 0.53, 0.22, 0.45, 0.33, 0.43, 0.40, 0.39, 0.34, 0.37, 0.26, 0.29, 0.31, 0.28, 0.32, 0.41, 0.22, 0.44]
}

***

{
  "formula": "C23H25N5O4S",
  "method": "ωB97M-V/def2-TZVPD",
  "lumo_energy_ev": 0.34,
  "e_above_lowest_ev": 2.369,
  "homo_energy_ev": -7.3,
  "species": ["C", "O", "C", "C", "N", "C", "S", "C", "C", "O", "N", "C", "C", "C", "C", "O", "C", "C", "O", "C", "C", "N", "N", "C", "C", "C", "N", "C", "C", "C", "C", "C", "C", "H", "H", "H", "H", "H", "H", "H", "H", "H", "H", "H", "H", "H", "H", "H", "H", "H", "H", "H", "H", "H", "H", "H", "H", "H"],
  "coordinates": [[0.729, -2.559, -5.739], [-0.255, -1.800, -5.082], [0.090, -1.366, -3.795], [1.064, -0.170, -3.794], [1.346, 0.248, -2.451], [0.785, 1.321, -1.819], [-0.294, 2.433, -2.605], [-0.391, 3.747, -1.344], [-1.434, 3.461, -0.259], [-2.504, 4.034, -0.260], [-1.002, 2.557, 0.641], [-1.670, 2.039, 1.754], [-1.037, 1.040, 2.484], [-1.664, 0.515, 3.594], [-2.920, 0.951, 4.010], [-3.384, 0.311, 5.125], [-4.568, 0.724, 5.767], [-3.564, 1.955, 3.264], [-4.809, 2.374, 3.662], [-5.447, 3.386, 2.920], [-2.925, 2.485, 2.151], [1.183, 1.380, -0.575], [1.998, 0.341, -0.357], [2.106, -0.352, -1.463], [2.900, -1.544, -1.559], [3.323, -2.254, -2.657], [4.071, -3.322, -2.261], [4.156, -3.336, -0.896], [4.801, -4.223, -0.043], [4.706, -3.981, 1.310], [3.991, -2.887, 1.804], [3.351, -2.004, 0.963], [3.432, -2.227, -0.410], [1.067, -3.395, -5.114], [1.595, -1.954, -6.029], [0.259, -2.951, -6.639], [-0.848, -1.055, -3.328], [0.523, -2.189, -3.207], [0.602, 0.668, -4.323], [2.000, -0.424, -4.295], [-0.692, 4.638, -1.895], [0.607, 3.867, -0.925], [-0.082, 2.134, 0.461], [-0.064, 0.683, 2.183], [-1.193, -0.259, 4.178], [-5.447, 0.571, 5.138], [-4.520, 1.772, 6.069], [-4.643, 0.095, 6.655], [-6.402, 3.549, 3.418], [-4.871, 4.316, 2.927], [-5.625, 3.078, 1.886], [-3.396, 3.254, 1.565], [3.168, -2.082, -3.704], [4.507, -3.985, -2.880], [5.352, -5.068, -0.429], [5.194, -4.649, 2.004], [3.942, -2.736, 2.872], [2.803, -1.154, 1.333]],
  "mulliken_charge": [-0.63, -0.39, -0.15, -1.11, 0.39, 0.60, -0.18, -0.92, 0.76, -0.68, 0.07, -0.60, -0.91, -0.79, 0.23, -0.48, -0.71, 1.27, -0.47, -0.93, -0.07, -0.59, -0.73, 0.01, 0.98, -0.84, 0.05, -0.57, -0.99, -0.44, -0.76, -0.39, 1.07, 0.27, 0.28, 0.27, 0.27, 0.36, 0.26, 0.33, 0.45, 0.38, 0.11, 0.59, 0.42, 0.24, 0.27, 0.29, 0.24, 0.34, 0.34, 0.83, 0.47, 0.20, 0.37, 0.38, 0.40, 0.55]
}

***

What did the first record say?
{
  "formula": "C23H25N3O3S",
  "method": "ωB97M-V/def2-TZVPD",
  "lumo_energy_ev": 0.04,
  "e_above_lowest_ev": 1.246,
  "homo_energy_ev": -7.9,
  "species": ["C", "O", "C", "C", "C", "C", "C", "C", "C", "S", "C", "C", "C", "C", "C", "O", "N", "C", "C", "N", "C", "C", "C", "C", "C", "C", "N", "C", "O", "C", "H", "H", "H", "H", "H", "H", "H", "H", "H", "H", "H", "H", "H", "H", "H", "H", "H", "H", "H", "H", "H", "H", "H", "H", "H"],
  "coordinates": [[-6.393, -2.920, 1.087], [-7.473, -2.025, 1.205], [-7.277, -0.728, 0.846], [-8.416, 0.081, 0.833], [-8.314, 1.412, 0.484], [-7.090, 1.954, 0.137], [-5.948, 1.154, 0.127], [-4.682, 1.763, -0.242], [-3.626, 1.211, -0.864], [-2.238, 2.279, -1.168], [-0.895, 1.148, -1.081], [0.387, 1.638, -0.865], [1.466, 0.780, -0.797], [1.274, -0.593, -0.944], [2.388, -1.589, -0.910], [2.328, -2.643, -1.517], [3.429, -1.252, -0.120], [4.671, -1.984, -0.099], [5.807, -1.071, -0.570], [5.817, 0.150, 0.206], [6.570, 1.240, -0.392], [6.674, 2.241, 0.751], [6.964, 1.334, 1.949], [6.294, 0.000, 1.580], [-0.004, -1.076, -1.192], [-1.097, -0.222, -1.262], [-2.350, -0.735, -1.558], [-3.578, -0.142, -1.462], [-4.561, -0.732, -1.861], [-6.046, -0.183, 0.512], [-5.969, -2.899, 0.079], [-5.607, -2.701, 1.819], [-6.804, -3.908, 1.290], [-9.362, -0.360, 1.101], [-9.197, 2.033, 0.481], [-7.016, 2.993, -0.149], [-4.593, 2.813, 0.016], [0.522, 2.703, -0.758], [2.455, 1.191, -0.657], [3.477, -0.337, 0.301], [4.562, -2.842, -0.764], [4.869, -2.341, 0.917], [5.631, -0.799, -1.614], [6.766, -1.616, -0.511], [6.031, 1.631, -1.258], [7.575, 0.923, -0.718], [7.449, 2.986, 0.589], [5.718, 2.747, 0.882], [6.574, 1.744, 2.879], [8.039, 1.197, 2.064], [5.444, -0.218, 2.232], [7.009, -0.832, 1.667], [-0.133, -2.138, -1.342], [-2.371, -1.682, -1.919], [-5.151, -0.780, 0.556]],
  "mulliken_charge": [-0.79, -0.46, 0.64, -0.56, -0.47, -0.82, 0.50, -0.97, 0.59, -0.38, 0.78, -1.04, -0.66, 0.32, 0.42, -0.68, -0.11, -1.03, -0.79, 0.33, -0.84, -0.63, -0.63, -0.70, -0.76, 0.44, -0.11, 0.45, -0.59, -0.31, 0.34, 0.31, 0.25, 0.44, 0.37, 0.41, 0.36, 0.39, 0.53, 0.22, 0.45, 0.33, 0.43, 0.40, 0.39, 0.34, 0.37, 0.26, 0.29, 0.31, 0.28, 0.32, 0.41, 0.22, 0.44]
}